Entry from OMol25: a 7-piece molecular cluster, C58H123F3N5O5S overall in a non-equilibrium geometry (ωB97M-V/def2-TZVPD).

The value obtained for the highest occupied orbital energy is -13.8 eV. The value obtained for the electronic energy is -98793.375 eV. Its total charge is +3. Its relative energy (zero: lowest compared OMol25 entry of this formula, charge and spin) is 339.87 kJ/mol. The LUMO energy comes out at -4.730 eV.

Element x y z (Å)
H1 -4.069703 1.416006 2.332253
C1 -1.981473 -1.108727 5.518799
H2 1.539015 8.149967 2.782418
C2 0.953276 -0.413721 8.784188
C3 1.223013 -6.918302 2.260636
H3 -2.227971 -0.307606 6.140953
C4 1.724898 -6.002306 -1.700218
H4 -6.619614 -0.426019 2.049128
H5 4.950880 -0.117732 5.360118
H6 -2.041181 3.996657 2.232338
H7 -6.321433 2.224365 0.406322
H8 1.697789 -3.317814 -2.239208
H9 3.683087 3.829856 3.889162
H10 -2.734009 0.722199 -0.827043
C5 -3.496204 -1.130642 0.385566
H11 -0.451510 -3.538676 -1.271554
C6 -3.099696 1.184504 0.145941
H12 1.517585 -2.719319 -0.593709
H13 0.117236 -1.787622 -7.392398
H14 0.115952 -3.368255 7.973150
H15 -0.756341 4.499027 1.130167
H16 -5.323146 -2.347360 0.710221
C7 1.030965 -0.335048 1.408582
H17 1.229126 -0.419524 -8.169699
H18 3.284292 10.928042 1.789033
H19 -2.188278 0.291506 -9.799507
H20 -0.865620 -5.108259 -0.612153
N1 -0.581357 -0.893144 -9.148137
H21 -4.113913 3.060387 -0.730361
H22 -2.437386 -3.420324 1.305223
O1 -1.149224 -0.820309 2.411831
C8 2.721297 10.001931 1.820744
H23 2.148241 5.305436 1.250274
H24 -5.702996 -0.587464 -0.428897
C9 -6.419515 1.133015 0.516934
H25 -3.922616 -1.266419 4.495727
H26 3.942959 6.573566 3.674426
H27 -0.998965 -3.030514 5.635313
H28 2.195753 -5.151975 0.881737
H29 -0.020593 0.353025 6.882462
H30 3.325448 4.956963 5.121472
H31 -0.041369 -7.243261 -2.019294
C10 -3.524510 2.695130 0.118966
H32 0.268591 6.096185 3.324002
C11 -0.252198 -1.244080 -10.560343
H33 -1.973810 -0.670360 -6.785896
H34 2.983365 -1.077923 6.403097
H35 -4.308222 1.204199 -5.810914
H36 2.475450 2.194887 -8.590510
H37 4.917952 0.808745 3.938099
H38 -6.514992 1.127346 2.741329
H39 1.660166 -3.014867 -8.609877
H40 4.780017 -1.726162 -3.577616
H41 1.661531 -3.124425 7.211777
H42 -1.331539 -5.624523 -3.093807
H43 2.338245 0.443237 3.892999
C12 1.120305 -5.003741 0.586310
H44 1.314784 -1.358167 1.612600
C13 1.267917 -1.913877 9.030858
H45 0.384233 -6.939778 0.265157
H46 -3.916434 -4.354043 1.307345
C14 0.514142 -6.489649 -2.569919
O2 -0.055985 1.098059 3.003451
C15 -2.405857 -0.005673 -7.581596
H47 2.786397 1.702819 0.190549
H48 3.630105 9.167006 3.593347
H49 0.632399 -2.390205 9.794249
F1 0.536790 1.106665 -4.622587
H50 1.813926 3.274562 6.009366
H51 -0.165991 1.658440 -9.924355
H52 3.375750 -0.941444 3.870349
O3 -0.109174 -1.292100 -1.830080
H53 -1.474297 -0.716701 4.647705
C16 -0.382967 -5.294314 -2.741949
H54 4.273750 2.712796 0.501259
H55 -7.417741 0.834950 0.199901
C17 1.057121 -1.356026 5.494548
C18 -4.554464 0.227112 -6.251670
C19 3.184089 2.692912 0.434775
C20 -4.561885 0.494582 1.992555
H56 1.983618 -1.343516 -10.281261
H57 1.267685 -2.366960 5.095906
C21 -3.279607 -1.839133 5.132429
F2 -0.422747 2.015850 -2.907513
H58 -0.623400 -6.108237 1.499817
H59 -0.218031 0.542776 -7.789447
H60 1.381080 0.969407 -10.279587
H61 -0.344151 3.640788 4.501806
C22 3.475171 -3.536419 -0.843926
H62 0.789589 -0.281134 0.336164
H63 -4.159327 -0.609656 -5.615864
C23 2.539739 3.177622 1.725980
C24 4.140718 -2.325596 -1.632805
H64 -2.560277 -1.368669 -9.157711
H65 0.799684 -6.887793 -3.503818
C25 -2.367365 3.628563 0.156748
H66 -3.290786 -3.795289 -0.134616
H67 -2.664035 4.662188 -0.027189
H68 -4.993825 0.866645 -1.238677
C26 -0.304245 -2.164432 -8.322134
H69 4.137126 1.583119 5.387107
H70 2.993769 2.627589 2.593247
N2 2.272786 5.258913 3.304777
H71 3.606908 -3.386466 0.190818
C27 -3.933886 0.015819 -7.611704
H72 -5.633006 0.168437 -6.300214
H73 -4.091962 -0.312153 2.542725
H74 1.142392 -6.215664 3.155386
H75 -1.979468 0.968349 -7.334800
C28 -1.110235 -2.158885 6.270783
H76 0.531006 -0.017330 9.689162
H77 -4.308547 -2.042461 2.191603
H78 3.639234 -1.404177 -1.443140
H79 -1.209793 -2.698058 -8.205329
H80 -4.243455 -0.915549 -8.021466
C29 0.741312 1.282842 -9.483864
H81 5.136427 -2.265082 -1.221464
C30 0.450631 4.347787 4.722754
H82 0.059158 -4.563352 -3.445916
H83 0.790751 -4.019049 0.989704
H84 -4.223421 0.842398 -8.272598
H85 -0.274635 -0.463959 -11.241510
C31 -3.435784 -3.523612 0.864094
C32 0.754834 5.100581 3.440933
H86 2.417828 9.626628 0.809504
N3 0.222673 -1.621200 6.766770
H87 0.777738 -7.906067 2.511518
H88 -1.781252 3.372389 -0.755673
H89 1.270846 3.416621 -9.015144
F3 1.433705 0.876909 -2.683926
C33 2.764260 4.746111 1.978471
C34 -1.441567 3.720686 1.351042
C35 -6.094269 0.527085 1.921337
C36 0.379958 0.094414 -8.585480
C37 0.032398 -0.418242 7.600169
H90 2.902435 3.376773 -0.371494
C38 1.389378 2.385534 -8.672516
O4 -2.120167 -0.208140 -2.541063
H91 3.792313 5.027396 1.978657
H92 0.488914 4.543930 2.540147
C39 2.872761 4.309134 4.419518
C40 2.839678 6.675955 3.557753
C41 1.681667 3.481814 4.916523
C42 0.861161 -2.630128 7.752205
H93 2.293347 -2.076604 9.270243
H94 -3.553789 -1.270961 -0.723661
H95 1.773274 10.118573 2.336729
C43 -4.237990 -2.281141 1.053545
C44 1.109018 -1.947636 -10.378942
C45 0.779010 -2.778013 -9.142839
H96 2.109193 -6.752289 -0.927257
H97 3.205161 -2.379436 -3.602796
H98 1.495092 2.928168 1.669283
H99 1.865052 0.124364 8.500993
H100 -4.076384 2.988374 1.070281
C46 -0.184527 0.031375 2.307203
H101 4.430373 8.658495 2.126022
C47 -5.357297 0.387465 -0.286820
H102 -0.970486 2.760686 1.550349
C48 -1.990590 -0.438690 -8.997375
H103 2.559445 6.983640 4.576705
C49 4.205246 -2.518215 -3.135541
C50 3.438449 8.894872 2.559867
O5 -0.935441 -1.404454 -4.142117
N4 1.152499 -4.789673 -0.925396
H104 -2.427004 1.168501 0.976777
H105 4.679055 -3.481212 -3.449233
S1 -0.796112 -0.647521 -2.922914
H106 0.525750 -3.763603 -9.574048
H107 0.383219 5.074989 5.535935
H108 1.210002 -2.618485 -11.194722
H109 2.576895 -5.557425 -2.222657
H110 1.611500 2.491397 4.472125
C51 0.239652 0.908188 -3.283897
H111 -2.474465 -0.967611 0.731436
H112 4.015515 -4.470267 -1.142674
C52 4.360167 0.603850 4.848053
N5 -4.129231 0.212313 0.582652
H113 2.261388 -6.938083 1.984609
C53 -0.254654 -4.619201 -1.394820
C54 0.389860 -6.288592 1.141199
H114 1.822305 0.306983 1.569186
H115 2.071247 0.336624 6.363067
H116 -1.012638 -0.553438 7.898518
C55 2.499484 7.679787 2.515953
H117 -3.812115 -1.889380 6.079547
H118 0.473406 -0.704851 4.794892
H119 -0.978477 -1.965719 -10.868740
H120 -3.140256 -2.822687 4.699151
H121 1.145733 2.390341 -7.590590
C56 2.336384 -0.548333 5.780720
C57 3.049767 -0.136404 4.490931
H122 -1.600273 -2.478911 7.194666
C58 1.930151 -3.554845 -1.225469
H123 2.419289 7.262366 1.521787

Cartesian forces, eV/Å:
-0.57 -0.19 -0.18
0.61 -2.19 -0.91
-0.11 -0.61 -0.31
1.10 -0.67 -0.45
-1.44 1.03 1.08
-0.38 1.32 1.10
-0.31 -0.27 0.94
0.60 -0.18 -0.30
0.67 -0.05 1.07
0.30 0.02 -0.01
0.00 -0.44 0.45
0.25 0.22 -0.78
0.08 -0.58 0.36
0.15 1.23 1.15
-0.90 -0.08 -1.11
-0.21 -0.43 -0.71
-0.10 1.21 -0.91
-0.07 -0.87 -0.81
-0.67 -0.42 0.31
-0.40 -0.37 -0.12
0.81 0.58 -0.08
1.43 -0.13 0.19
-2.41 -0.87 -0.71
0.39 -0.02 -0.06
-0.13 0.09 -0.21
-0.12 -0.20 0.52
0.08 0.03 -0.61
0.01 0.12 0.36
-0.23 -0.75 0.10
-0.16 0.13 0.09
1.56 1.52 -0.50
-0.36 -0.62 -0.61
0.76 -0.31 -0.03
-0.60 -1.47 -0.76
0.79 -0.46 0.37
-0.10 0.45 -0.53
-0.55 -0.34 -0.50
0.60 -0.08 -0.04
-0.92 0.45 -0.37
0.42 1.58 -0.23
0.11 0.59 1.09
0.08 -0.28 0.07
-1.36 -0.01 1.45
0.45 -0.61 0.33
1.47 -1.55 1.49
-0.58 0.16 -0.73
1.29 -1.15 1.06
0.15 -0.38 -0.09
-0.27 0.19 -0.40
0.00 0.34 -0.14
0.25 0.06 -0.25
0.92 0.03 0.96
0.52 0.38 -0.16
0.20 -0.01 0.03
-0.98 0.29 0.10
0.23 0.17 -0.02
1.14 0.01 0.87
0.14 -0.36 0.11
-1.17 -0.03 -0.47
-0.46 -0.40 0.26
-0.50 -0.96 0.70
0.93 0.24 1.39
-0.32 -1.08 -0.81
0.66 -0.04 -0.05
0.38 0.15 -0.01
-0.05 0.14 0.25
0.43 0.72 0.16
-0.66 -0.68 1.08
0.03 0.22 -0.76
-0.53 0.14 -0.30
-0.20 -1.08 -0.28
1.06 0.02 0.15
0.08 -0.05 -0.33
1.84 1.51 -0.05
-0.07 -0.28 -0.08
0.05 0.10 -0.07
0.51 0.61 0.42
0.61 -0.74 0.74
-0.09 0.73 -0.10
0.05 -0.65 -0.03
0.31 0.71 -0.02
-0.14 0.68 -0.09
0.28 0.53 1.11
0.29 -0.54 0.23
-0.01 0.11 -0.33
0.73 -0.29 0.36
0.47 -0.08 -0.64
-0.72 0.52 0.63
-0.79 0.02 -3.12
-0.24 -0.10 0.23
-0.54 0.93 -0.06
1.23 0.95 1.20
-0.09 -1.95 0.43
0.01 0.49 -0.57
0.57 -0.62 -0.95
1.94 0.60 -1.89
0.13 -0.15 -1.86
-0.62 -0.12 -0.16
-0.66 -0.67 0.85
0.98 1.89 -0.64
0.64 -1.40 -0.34
-0.62 0.27 -0.85
0.63 -0.58 1.76
0.01 0.11 1.27
0.65 1.48 0.43
-0.27 -0.13 0.01
-0.34 0.19 0.56
0.16 -1.11 -0.85
-0.37 0.23 -0.04
-0.77 1.17 0.41
-0.28 0.62 0.05
0.09 -0.74 -1.86
-0.51 0.69 0.47
-0.76 -0.67 0.15
-0.62 -0.73 -0.43
-0.51 -0.28 0.57
0.43 0.25 0.05
0.97 0.03 -1.01
-0.38 -0.52 -0.20
0.00 -0.81 -0.07
-0.15 -0.34 -0.17
-0.09 1.91 -0.84
0.61 0.05 1.04
0.09 1.02 -1.26
0.58 0.62 0.56
0.86 -1.37 -0.81
0.70 0.64 0.02
0.14 0.27 0.49
-0.17 -0.38 -0.32
-0.39 -0.10 0.33
-1.96 -1.19 -0.54
-1.53 -1.27 0.25
-0.58 1.35 0.70
-0.69 2.01 0.11
-2.50 -0.55 0.22
0.02 -0.19 -0.14
1.57 0.12 1.45
-0.08 1.38 0.51
0.84 0.09 -0.56
-0.12 -0.07 0.55
-1.00 0.42 -1.66
0.78 -1.16 0.78
1.37 -0.30 1.75
0.40 0.01 -1.27
0.69 -0.11 0.24
0.54 0.04 0.82
-0.13 0.65 0.10
-1.05 1.55 1.87
-1.92 -0.07 0.11
0.70 -2.52 -1.35
-0.52 0.96 -1.29
0.48 -0.50 0.25
-0.55 0.05 0.35
-0.07 -0.09 0.48
0.03 -0.80 -1.09
-0.34 -0.52 1.30
-0.47 0.06 0.07
0.68 1.50 -0.78
0.40 0.14 0.25
-0.33 -0.79 0.32
-0.49 -0.14 -0.39
-0.53 -0.56 -0.52
0.61 -0.67 -0.59
1.55 -0.06 -0.78
0.11 -1.24 0.86
1.27 -0.44 0.06
-0.53 0.65 0.27
-2.07 -0.90 -0.23
-0.50 0.30 0.57
-0.70 -0.47 0.07
0.57 -0.40 -0.85
-0.28 -0.62 -0.33
-0.15 0.19 -0.56
0.27 0.71 -1.42
0.02 -0.71 0.04
-0.44 0.67 0.24
-1.56 1.20 -0.68
-1.07 1.23 -0.34
0.46 -0.54 -0.05
-1.62 0.53 1.56
0.95 0.93 -1.07
1.70 1.32 0.60
-0.02 0.23 -0.33
0.15 0.36 0.57
-0.59 1.20 0.67
-0.43 -0.66 -0.03
0.07 -0.98 0.57
-0.51 -0.56 -0.20
0.13 -0.14 -0.01
-0.59 -0.11 -0.56
-1.25 0.01 -0.98
0.06 1.14 0.66
-0.25 -0.03 -0.20
1.25 1.20 2.15
0.12 0.04 -0.22